Entry 1:
{"formula": "C3H5BrOS", "method": "ωB97M-V/def2-TZVPD", "homo_energy_ev": -8.9016, "gap_ev": 8.4, "relative_energy_ev": 2.208, "symbols": ["C", "C", "O", "H", "H", "C", "S", "H", "H", "Br", "H"], "positions_angstrom": [[-0.085, 1.872, -1.725], [1.094, 1.496, -1.249], [2.047, 1.058, -0.772], [-0.881, 2.208, -1.138], [-0.324, 1.762, -2.703], [-0.912, -0.179, 2.080], [-2.280, -0.259, 1.192], [-0.023, -0.098, 1.545], [-1.077, -0.208, 3.175], [0.722, -3.241, -0.197], [1.720, -4.410, -0.208]], "mulliken_charge": [-0.957, 0.775, -0.333, 0.263, 0.260, -0.355, -0.161, 0.255, 0.256, -0.210, 0.209]}

Entry 2:
{"formula": "C25H28BrN3OPt", "method": "ωB97M-V/def2-TZVPD", "s_squared": 6.0501, "homo_energy_ev": [-19.9247, -20.9551], "gap_ev": [7.4, 5.5], "charge": 4, "multiplicity": 5, "symbols": ["Pt", "C", "C", "C", "C", "C", "C", "C", "C", "N", "C", "C", "C", "C", "N", "C", "C", "C", "C", "C", "C", "C", "C", "H", "H", "H", "H", "H", "H", "H", "H", "H", "H", "H", "H", "H", "H", "H", "H", "H", "H", "H", "H", "H", "H", "H", "H", "O", "C", "C", "C", "N", "C", "Br", "C", "H", "H", "H", "H"], "positions_angstrom": [[-0.319, -0.819, -0.027], [1.949, -2.547, -2.428], [2.655, -2.677, -1.130], [3.611, -3.771, -1.024], [4.382, -3.979, 0.102], [4.233, -3.108, 1.155], [3.292, -2.005, 1.107], [3.194, -1.151, 2.310], [2.516, -1.810, -0.052], [1.607, -0.707, -0.122], [2.104, 0.632, -0.217], [3.538, 0.923, -0.434], [1.122, 1.621, -0.219], [1.489, 3.063, -0.376], [-0.153, 1.179, -0.158], [-1.239, 2.124, -0.178], [-1.569, 2.840, 0.986], [-0.907, 2.642, 2.294], [-2.621, 3.842, 0.929], [-3.314, 4.098, -0.229], [-2.968, 3.381, -1.362], [-1.923, 2.367, -1.356], [-1.629, 1.700, -2.648], [1.515, -3.506, -2.724], [2.689, -2.322, -3.207], [1.186, -1.773, -2.448], [3.720, -4.425, -1.883], [5.090, -4.797, 0.147], [4.827, -3.227, 2.055], [3.060, -1.780, 3.197], [2.399, -0.412, 2.271], [4.155, -0.648, 2.482], [4.179, 0.056, -0.303], [3.877, 1.719, 0.234], [3.695, 1.297, -1.454], [1.952, 3.218, -1.354], [2.224, 3.364, 0.372], [0.637, 3.730, -0.303], [-0.192, 1.827, 2.315], [-1.668, 2.486, 3.068], [-0.408, 3.573, 2.596], [-2.836, 4.400, 1.834], [-4.089, 4.852, -0.267], [-3.465, 3.588, -2.304], [-2.551, 1.463, -3.183], [-1.016, 0.806, -2.549], [-1.091, 2.408, -3.294], [-5.864, -3.087, 0.983], [-4.763, -2.423, 0.792], [-4.653, -1.018, 0.747], [-3.433, -0.440, 0.532], [-2.302, -1.170, 0.356], [-2.453, -2.508, 0.419], [-0.732, -3.302, 0.162], [-3.592, -3.202, 0.620], [-6.661, -2.544, 1.110], [-5.523, -0.390, 0.888], [-3.325, 0.633, 0.510], [-3.637, -4.283, 0.657]], "mulliken_spin": [0.455, -0.014, 0.246, 0.249, 0.003, 0.221, 0.227, 0.007, -0.011, 0.525, 0.226, 0.020, 0.315, 0.016, 0.345, 0.006, 0.203, -0.014, 0.223, -0.002, 0.271, 0.221, -0.015, 0.018, 0.029, -0.009, -0.013, 0.008, -0.014, 0.026, -0.015, 0.030, 0.017, 0.020, 0.036, 0.008, 0.003, 0.007, -0.007, 0.024, 0.030, -0.016, 0.006, -0.017, 0.012, -0.007, 0.032, 0.017, 0.020, 0.008, -0.004, 0.013, -0.003, -0.005, 0.005, -0.001, 0.000, 0.019, 0.000]}

Entry 3:
{"formula": "C4H14NSi", "method": "ωB97M-V/def2-TZVPD", "homo_energy_ev": -14.3655, "gap_ev": 10.7, "charge": 1, "relative_energy_ev": 1.152, "symbols": ["C", "Si", "C", "C", "C", "N", "H", "H", "H", "H", "H", "H", "H", "H", "H", "H", "H", "H", "H", "H"], "positions_angstrom": [[0.319, -1.654, 1.054], [0.532, 0.016, -0.080], [0.415, -0.337, -1.980], [2.102, 1.118, 0.027], [-0.990, 1.008, 0.557], [-2.216, 0.142, 0.468], [-0.364, -2.393, 0.780], [1.327, -2.113, 1.332], [-0.053, -1.411, 2.010], [0.161, -1.417, -2.132], [-0.227, 0.239, -2.605], [1.281, -0.068, -2.390], [2.166, 1.840, -0.722], [2.061, 1.620, 1.037], [3.139, 0.620, -0.194], [-0.881, 1.137, 1.657], [-1.330, 1.813, -0.086], [-2.915, 0.377, 1.170], [-2.772, 0.247, -0.452], [-1.753, -0.782, 0.549]], "mulliken_charge": [-1.434, 0.500, -1.243, -1.075, -0.711, -0.264, 0.487, 0.329, 0.471, 0.315, 0.439, 0.415, 0.380, 0.296, 0.324, 0.372, 0.413, 0.356, 0.388, 0.241]}

Entry 4:
{"formula": "C27H29BrFeN7O8P2S", "method": "ωB97M-V/def2-TZVPD", "s_squared": 6.0083, "homo_energy_ev": [-4.6788, -4.6561], "gap_ev": [6.6, 6.5], "charge": -1, "multiplicity": 5, "relative_energy_ev": 0.000, "symbols": ["Fe", "C", "C", "N", "C", "S", "N", "N", "C", "C", "C", "C", "C", "C", "C", "N", "H", "H", "H", "H", "H", "H", "H", "H", "H", "H", "H", "H", "H", "Br", "C", "C", "C", "C", "C", "C", "N", "N", "C", "C", "C", "C", "O", "C", "N", "C", "C", "C", "C", "H", "H", "H", "H", "H", "H", "H", "H", "H", "C", "C", "O", "P", "O", "O", "O", "P", "O", "O", "O", "H", "H", "H", "H", "H", "H", "H"], "positions_angstrom": [[0.083, 0.497, 0.117], [3.649, 1.508, 3.749], [4.171, 2.466, 2.684], [4.059, 1.952, 1.334], [2.903, 1.893, 0.621], [1.473, 2.668, 1.156], [3.049, 1.236, -0.533], [1.877, 1.001, -1.143], [1.860, 0.730, -2.397], [3.074, 0.737, -3.273], [0.521, 0.430, -2.941], [0.213, 0.605, -4.285], [-1.092, 0.401, -4.706], [-2.052, 0.022, -3.784], [-1.659, -0.163, -2.468], [-0.403, 0.018, -2.063], [3.858, 1.894, 4.751], [2.572, 1.382, 3.634], [4.122, 0.526, 3.655], [3.612, 3.401, 2.727], [5.226, 2.692, 2.858], [4.766, 1.305, 1.019], [3.956, 0.659, -2.642], [3.050, -0.093, -3.983], [3.149, 1.669, -3.842], [0.978, 0.930, -4.978], [-1.359, 0.556, -5.744], [-3.086, -0.122, -4.065], [-2.367, -0.455, -1.702], [8.342, -0.419, -1.081], [7.316, -1.627, -0.038], [7.245, -2.958, -0.406], [6.515, -3.839, 0.376], [5.823, -3.397, 1.499], [5.900, -2.047, 1.845], [6.664, -1.169, 1.095], [5.279, -4.376, 2.385], [4.230, -4.191, 3.038], [3.274, -3.213, 2.708], [2.613, -2.647, 3.787], [1.705, -1.605, 3.660], [1.370, -1.111, 2.395], [0.610, -0.110, 2.182], [1.858, -1.861, 1.250], [1.253, -1.555, 0.081], [1.576, -2.237, -0.990], [2.534, -3.261, -0.970], [3.154, -3.579, 0.207], [2.832, -2.869, 1.385], [7.773, -3.308, -1.283], [6.473, -4.892, 0.120], [5.391, -1.698, 2.734], [6.762, -0.135, 1.398], [2.883, -3.014, 4.771], [1.257, -1.142, 4.531], [1.048, -1.988, -1.903], [2.765, -3.797, -1.882], [3.850, -4.403, 0.241], [-3.022, 2.788, 2.611], [-3.335, 1.734, 1.562], [-4.759, 1.489, 1.496], [-2.539, 0.117, 1.974], [-3.781, -0.721, 2.504], [-1.632, 0.309, 3.238], [-1.827, -0.529, 0.836], [-2.809, 2.218, -0.151], [-3.103, 3.813, -0.205], [-3.794, 1.533, -1.033], [-1.321, 2.060, -0.275], [-3.214, 2.416, 3.618], [-3.645, 3.662, 2.426], [-1.968, 3.067, 2.552], [-4.945, 1.411, 0.539], [-4.588, -0.221, 2.273], [-0.655, 0.175, 2.980], [-2.309, 4.283, 0.077]], "mulliken_spin": [3.693, 0.000, 0.002, 0.002, 0.008, 0.029, -0.002, 0.047, 0.012, 0.000, 0.000, 0.002, 0.002, -0.003, 0.000, 0.010, 0.000, 0.000, 0.000, 0.000, -0.001, 0.000, 0.000, 0.000, 0.000, 0.000, 0.000, 0.000, 0.003, 0.000, 0.000, 0.000, 0.000, 0.000, 0.000, 0.001, 0.001, 0.000, 0.001, 0.000, 0.005, -0.021, 0.018, -0.002, 0.083, 0.004, -0.002, 0.005, -0.002, 0.000, 0.000, 0.000, 0.000, 0.000, 0.000, 0.001, 0.000, 0.000, 0.000, 0.000, 0.000, 0.010, 0.001, 0.000, 0.031, 0.007, 0.001, 0.000, 0.049, 0.000, 0.000, 0.000, 0.000, 0.000, 0.003, 0.001]}

Entry 5:
{"formula": "C19H28Cl36N3", "method": "ωB97M-V/def2-TZVPD", "homo_energy_ev": -12.1584, "gap_ev": 9.5, "charge": 1, "symbols": ["C", "C", "N", "C", "N", "C", "C", "N", "C", "C", "H", "H", "H", "H", "H", "H", "H", "H", "H", "H", "H", "H", "H", "H", "H", "H", "C", "Cl", "Cl", "Cl", "H", "C", "Cl", "Cl", "Cl", "H", "C", "Cl", "Cl", "Cl", "H", "C", "Cl", "Cl", "Cl", "H", "C", "Cl", "Cl", "Cl", "H", "C", "Cl", "Cl", "Cl", "H", "C", "Cl", "Cl", "Cl", "H", "C", "Cl", "Cl", "Cl", "H", "C", "Cl", "Cl", "Cl", "H", "C", "Cl", "Cl", "Cl", "H", "C", "Cl", "Cl", "Cl", "H", "C", "Cl", "Cl", "Cl", "H"], "positions_angstrom": [[5.071, 4.960, -1.052], [3.977, 3.989, -0.731], [3.998, 3.007, 0.071], [2.597, 4.140, -1.361], [1.564, 4.124, -0.276], [0.168, 4.345, -0.794], [-0.015, 5.776, -1.325], [0.967, 6.725, -0.844], [1.396, 6.519, 0.519], [1.791, 5.063, 0.882], [5.259, 5.591, -0.178], [4.845, 5.614, -1.895], [5.992, 4.419, -1.277], [4.884, 2.899, 0.562], [2.397, 3.275, -2.000], [2.471, 5.039, -1.952], [1.605, 3.181, 0.111], [-0.491, 4.138, 0.052], [-0.025, 3.594, -1.561], [-1.017, 6.090, -1.012], [-0.004, 5.789, -2.418], [1.727, 6.868, -1.482], [2.236, 7.189, 0.724], [0.574, 6.803, 1.183], [2.821, 4.945, 1.204], [1.154, 4.682, 1.686], [-1.987, 5.278, 2.788], [-2.200, 6.591, 1.630], [-1.946, 3.711, 1.976], [-0.545, 5.512, 3.772], [-2.848, 5.279, 3.443], [3.233, -0.163, 0.874], [1.566, 0.366, 1.148], [4.064, -0.409, 2.401], [3.306, -1.597, -0.142], [3.726, 0.645, 0.350], [0.667, -3.760, -2.164], [0.521, -2.926, -3.717], [-0.503, -5.074, -2.059], [2.301, -4.330, -1.908], [0.438, -3.041, -1.388], [-2.525, 1.459, -1.965], [-2.903, 3.140, -2.343], [-1.572, 0.723, -3.239], [-1.675, 1.366, -0.414], [-3.455, 0.916, -1.864], [-2.185, -6.143, 1.066], [-3.200, -7.544, 0.765], [-3.051, -4.646, 0.713], [-1.579, -6.132, 2.725], [-1.332, -6.191, 0.404], [-6.117, -3.615, -0.777], [-7.821, -3.198, -0.663], [-5.847, -4.928, -1.915], [-5.151, -2.197, -1.214], [-5.786, -3.946, 0.198], [0.887, -5.288, -6.843], [0.526, -4.582, -8.418], [-0.147, -6.675, -6.513], [2.589, -5.712, -6.708], [0.676, -4.540, -6.091], [-6.305, 2.845, 2.122], [-5.781, 4.190, 3.147], [-6.913, 3.433, 0.581], [-5.027, 1.659, 1.890], [-7.116, 2.355, 2.643], [-3.357, -3.228, 4.147], [-3.537, -3.264, 5.893], [-4.832, -2.657, 3.365], [-1.976, -2.233, 3.671], [-3.168, -4.233, 3.794], [4.275, -8.114, -1.598], [2.535, -7.907, -1.753], [4.861, -9.420, -2.614], [5.121, -6.601, -1.967], [4.493, -8.361, -0.568], [6.100, -3.553, -4.520], [4.351, -3.353, -4.590], [6.610, -4.943, -5.468], [6.931, -2.086, -5.038], [6.372, -3.735, -3.489], [-4.028, -1.579, 9.984], [-4.167, -0.308, 8.768], [-3.912, -3.164, 9.221], [-2.662, -1.288, 11.053], [-4.930, -1.566, 10.581]], "mulliken_charge": [-1.462, 0.387, -0.362, -0.684, 0.167, 0.795, -1.057, -0.311, -0.613, -0.381, 0.320, 0.369, 0.431, 0.257, 0.473, 0.469, -0.042, -0.695, 0.342, 0.331, 0.340, 0.383, 0.419, 0.134, 0.579, 0.324, 0.016, -0.111, -0.016, -0.112, 0.281, 0.342, -0.116, -0.122, -0.020, -0.074, 0.019, -0.150, -0.128, -0.011, 0.253, -0.009, -0.120, -0.085, -0.066, 0.278, 0.240, -0.119, 0.011, -0.137, 0.053, 0.134, -0.128, -0.101, -0.056, 0.132, 0.587, -0.131, -0.125, -0.097, -0.228, -0.019, -0.123, -0.113, -0.074, 0.333, 0.300, -0.053, -0.108, -0.076, -0.072, -0.032, -0.088, -0.115, -0.087, 0.313, 0.046, -0.010, -0.109, -0.140, 0.225, 0.057, -0.111, -0.112, -0.117, 0.287]}

Entry 6:
{"formula": "CH3LiOSc", "method": "ωB97M-V/def2-TZVPD", "s_squared": 0.7513, "homo_energy_ev": [-17.8122, -18.3271], "gap_ev": [7.6, 8.2], "charge": 2, "multiplicity": 2, "relative_energy_ev": 1.341, "symbols": ["O", "C", "H", "H", "Li", "Sc", "H"], "positions_angstrom": [[0.267, 0.195, 0.003], [1.484, 0.461, 0.008], [2.061, 0.311, 0.937], [2.052, 0.565, -0.930], [-0.889, -0.876, 1.061], [-3.451, -0.473, -0.509], [-1.524, -0.182, -0.568]], "mulliken_spin": [-0.003, -0.001, 0.000, 0.000, -0.003, 1.046, -0.038]}

Q: Number 1 is which compound?
A: C3H5BrOS